The following is a quantum chemistry calculation of a molecular structure, C4H7NO, from the OMol25 dataset.

HOMO level in eV: -7.46
LUMO level in eV: 0.4
Orbital gap in eV: 7.8
Calculated total energy in eV: -7793.59172
Energy relative to the best compared isomer or geometry (same formula, charge and spin) in kJ/mol: 584.0

```
! RIJCOSX wB97M-V def2-TZVPD def2/J DEFGRID3
* xyz 0 1
O -2.36 -0.44 -1.20
N -1.93 -0.18 0.12
C -0.75 -0.68 0.18
C 0.95 0.67 -0.56
C 1.67 0.13 0.58
C 0.31 -0.26 1.07
H -3.30 -0.22 -1.22
H 0.87 0.14 -1.51
H 0.51 1.65 -0.58
H 2.48 -0.58 0.44
H 1.94 0.94 1.26
H -0.41 -1.31 -0.65
H 0.02 0.11 2.07
*
```